{"formula": "C40H55N11O3PSi2TcTe", "method": "wB97M-V/def2-TZVPD", "orbital_gap_ha": [0.2887, 0.1703], "charge": 3, "fmax_ev_per_a": 3.4, "spin_multiplicity": 4, "homo_ev": [-14.4, -14.4], "symbols": ["Tc", "C", "N", "C", "C", "N", "C", "P", "C", "N", "C", "C", "N", "C", "C", "N", "C", "C", "N", "C", "H", "H", "H", "H", "H", "H", "H", "H", "H", "H", "H", "H", "H", "H", "H", "O", "C", "N", "C", "C", "O", "N", "C", "C", "C", "C", "C", "C", "C", "C", "C", "C", "C", "C", "H", "H", "H", "H", "H", "H", "H", "H", "H", "H", "H", "C", "Si", "C", "C", "C", "Te", "C", "Si", "C", "C", "C", "H", "H", "H", "H", "H", "H", "H", "H", "H", "H", "H", "H", "H", "H", "H", "H", "H", "H", "H", "H", "H", "H", "C", "N", "C", "C", "C", "N", "C", "O", "N", "H", "H", "H", "H", "H", "H", "H"], "coordinates": [[1.0920, -0.7569, -1.5332], [-3.0193, -4.4806, -2.2779], [-2.3065, -3.2334, -1.8983], [-2.8907, -2.0780, -1.4594], [-1.9296, -1.1436, -1.2025], [-0.7346, -1.6893, -1.5121], [-0.9645, -2.9371, -1.9329], [0.2428, -4.0161, -2.7149], [1.5047, -3.7647, -1.3683], [1.8562, -2.6414, -0.8109], [2.8336, -2.9047, 0.1006], [3.1241, -4.2574, 0.0341], [2.2810, -4.7835, -0.9152], [2.2163, -6.2193, -1.2105], [0.9475, -2.7145, -3.8127], [1.2671, -1.4401, -3.4550], [1.7035, -0.7871, -4.5904], [1.6210, -1.6784, -5.6424], [1.1668, -2.8981, -5.1581], [0.9263, -4.0974, -5.9254], [-2.4769, -5.3380, -1.8574], [-3.1156, -4.5006, -3.3660], [-3.9876, -4.3554, -1.8026], [-3.9720, -2.0018, -1.3086], [-2.1208, -0.1892, -0.8068], [3.2814, -2.1316, 0.6667], [3.8131, -4.8888, 0.5267], [1.2729, -6.5886, -0.8631], [2.9683, -6.6981, -0.5854], [2.3762, -6.4275, -2.2536], [2.0395, 0.2282, -4.5569], [1.8662, -1.5345, -6.7065], [0.0616, -3.8756, -6.5175], [0.9045, -4.9919, -5.3176], [1.7963, -4.1353, -6.5782], [2.8066, 0.6068, -1.8349], [2.0237, 1.4723, -2.2850], [2.1875, 2.7571, -2.7077], [0.8631, 3.3451, -3.0757], [-0.0409, 2.0640, -2.8398], [-1.2570, 2.0569, -2.9489], [0.7252, 1.0750, -2.3516], [0.9260, 3.7853, -4.4963], [0.5932, 2.9259, -5.5470], [0.4783, 3.4512, -6.8490], [0.7187, 4.7874, -7.1410], [1.1157, 5.6438, -6.0792], [1.1701, 5.1417, -4.7792], [0.3776, 4.4069, -2.0873], [1.1015, 4.7290, -0.9192], [0.6799, 5.7979, -0.1422], [-0.4641, 6.5113, -0.5163], [-1.2044, 6.2201, -1.6499], [-0.7839, 5.1234, -2.4217], [3.0337, 3.3080, -2.8026], [0.3733, 1.8786, -5.4113], [0.1345, 2.8267, -7.6552], [0.6524, 5.2146, -8.1245], [1.3088, 6.6924, -6.2260], [1.4033, 5.8465, -3.9699], [1.9903, 4.2074, -0.7017], [1.1652, 6.1415, 0.7747], [-0.7998, 7.4082, 0.0282], [-2.0480, 6.8605, -1.9412], [-1.2061, 4.8145, -3.3601], [-4.1202, -2.5717, 2.1467], [-4.2198, -1.8726, 3.8956], [-3.7285, -3.1471, 5.1564], [-5.8069, -0.9459, 4.1618], [-2.8899, -0.4865, 3.9810], [-1.0250, -1.4264, 3.7993], [-0.3897, -1.4850, 5.8260], [1.4390, -0.9399, 6.0378], [1.7495, -0.6465, 7.8521], [2.4762, -2.3199, 5.3525], [1.7120, 0.6856, 5.1395], [-4.7424, -3.4696, 2.1742], [-3.1121, -2.8186, 1.7712], [-4.6160, -1.7930, 1.5245], [-4.5760, -3.7512, 5.4340], [-3.4660, -2.6777, 6.0981], [-2.8942, -3.7592, 4.8558], [-6.4444, -1.4922, 4.8969], [-6.3602, -0.8299, 3.1922], [-5.6047, 0.0637, 4.5482], [-2.8517, -0.0272, 4.9557], [-3.0266, 0.1975, 3.1765], [-0.4247, -2.5146, 6.1251], [-0.9965, -0.8695, 6.5299], [1.5931, -1.5046, 8.5474], [1.1202, 0.1789, 8.1842], [2.7661, -0.2831, 8.0287], [2.2271, -3.2516, 5.8838], [3.5353, -2.2270, 5.5928], [2.4347, -2.5863, 4.2900], [1.2376, 1.5309, 5.5665], [1.4591, 0.7159, 4.0837], [2.7775, 0.9273, 5.1488], [3.0799, 1.2250, 1.7512], [1.6767, 1.7139, 1.5966], [1.2172, 2.8522, 2.2663], [-0.0307, 3.3062, 2.1485], [-0.9081, 2.5616, 1.3210], [-0.5442, 1.3896, 0.7867], [0.7321, 0.9700, 0.8989], [1.1024, -0.0995, 0.3771], [-2.1544, 2.9590, 1.0714], [3.6734, 2.0733, 2.0189], [3.4009, 0.8582, 0.8104], [3.1586, 0.4400, 2.5285], [2.0041, 3.3704, 2.8306], [-0.2853, 4.1848, 2.7029], [-2.4644, 3.8721, 1.3726], [-2.5591, 2.5704, 0.2350]], "atomic_forces_ev_per_a": [[0.4427, -0.2122, -0.0598], [0.5246, 0.9089, 0.3348], [1.3366, 1.2494, 0.0976], [-1.4550, -0.1316, 0.4802], [-1.1588, -1.2464, -0.3498], [0.0285, -0.5183, -0.1108], [-0.9869, -0.5544, -0.3026], [1.1732, 0.7297, 0.6020], [-0.1778, -2.0333, -1.2663], [-0.1868, 1.2733, 0.2944], [0.3589, -1.5329, -0.4643], [-0.9435, 1.2313, -0.5571], [0.1915, 0.4454, 0.5270], [0.1817, 0.4353, 0.7004], [0.2403, 0.5165, -0.9720], [-0.0414, -1.5641, -1.1549], [-0.5439, -1.6651, -0.2286], [0.2692, 0.0774, -0.3501], [0.1275, 2.1315, 2.5874], [1.1088, 0.7457, -0.7659], [-0.3224, 0.2234, -0.3367], [-0.0230, -0.3025, 0.2336], [-0.1334, -0.4590, -0.1665], [0.5651, -0.1042, -0.1342], [0.3900, 1.0742, 0.2403], [0.3265, 0.4487, 0.4239], [0.5817, -0.2549, 0.4994], [-0.6285, -0.3261, -0.0938], [0.1134, -0.0279, -0.3213], [0.0868, -0.0612, -0.3211], [0.0705, 0.1578, -0.2017], [-0.1513, -0.1622, 0.7994], [-0.6533, -0.6526, -0.3367], [-0.3271, 0.0411, 0.0864], [-0.1463, -0.5283, -0.2676], [0.7125, -0.3220, 0.1323], [-0.1620, 1.8681, -0.3745], [-0.3532, -0.7120, 0.5896], [0.4735, -1.4908, 0.9132], [-2.2021, 1.4341, -0.1525], [1.2110, -0.1404, -0.0613], [0.4683, -0.2100, 0.2928], [-0.8311, 0.7826, -1.0336], [0.1130, 1.0906, -0.7149], [-0.0046, 0.0600, 0.1663], [0.7508, 0.6996, 1.7434], [-0.5049, -1.2312, -0.0815], [0.3069, 0.1483, -0.1765], [0.1693, 0.5964, 0.5515], [-1.2259, 0.4581, -0.9742], [-0.8554, 0.4639, 0.2845], [-0.3007, 0.9865, 0.3132], [0.2620, -0.9632, -0.6022], [0.7312, 0.0376, 0.2361], [-0.0006, -0.5490, 0.0929], [-0.1283, -0.1216, 0.2428], [0.0505, -0.3404, -0.0882], [-0.1917, -0.2100, -0.3248], [0.0544, 0.1323, -0.2344], [-0.1204, -0.4167, -0.3050], [0.9506, -0.5471, 0.3617], [0.2357, -0.3660, -0.4079], [0.4740, -0.5781, 0.0634], [0.3923, -0.4965, 0.1073], [-0.6773, 0.2967, -0.1398], [-0.2760, 0.6533, 0.3044], [0.1928, -0.0404, -0.3852], [-0.3264, 0.7314, 0.3549], [-0.7300, -0.2066, -0.1137], [0.6712, -1.0121, 0.4790], [0.2150, 0.1877, 0.4569], [-0.1078, 1.0359, 0.1400], [0.4133, 0.2353, 0.0861], [-0.0810, -0.3859, 0.4829], [0.2969, -0.9421, 0.0880], [0.7636, -0.5355, -0.5870], [0.0415, -0.0255, -0.3542], [-0.4505, 0.0971, 0.0922], [0.4113, -0.6752, 0.0102], [-0.3077, -0.5993, -0.1828], [0.2316, 0.2897, 0.2490], [0.2141, -0.4497, -0.2041], [0.2690, 0.5170, -0.5875], [0.3664, -0.1638, 0.9111], [-0.1568, -0.3077, -0.0050], [-0.2235, 0.4108, 0.2394], [-0.0112, 0.7038, -0.5931], [-0.1895, -0.6770, 0.1818], [0.0031, -0.4206, -0.8289], [0.0192, 0.5278, -0.6500], [-0.2353, -0.0077, 0.0980], [0.0766, -0.1641, -0.2037], [-0.2355, 0.1666, -0.0401], [0.1103, 0.4258, -0.0287], [-0.2109, 0.3396, 0.0242], [-0.6948, 0.7787, 0.7305], [-0.2697, -0.3330, -0.2791], [0.1495, -0.1248, 0.1913], [-1.2667, -0.0150, 0.6970], [-0.9399, 0.1613, 0.4582], [2.0272, -0.9364, -0.3782], [0.0657, -0.1208, 0.3487], [-0.0024, -0.4590, -0.0423], [0.7977, 0.0652, -0.0178], [-0.6035, 1.9214, 0.6974], [0.5857, -1.1744, 0.0907], [-0.0228, 0.2872, -0.0583], [0.4105, 0.4216, 0.2444], [0.3347, -0.4154, -0.8574], [-0.1574, 0.4352, -0.4382], [-0.5224, -0.2132, -0.1585], [-0.4145, 0.3845, -0.0706], [0.0560, -0.0892, -0.1609], [-0.3227, 0.0053, 0.0044]], "lowdin_spin": [1.73, 0.00, 0.01, 0.00, 0.01, -0.01, 0.02, 0.01, 0.01, 0.00, 0.00, 0.00, 0.01, 0.00, 0.03, 0.00, 0.01, 0.00, 0.02, 0.00, 0.00, 0.00, 0.00, 0.00, 0.00, 0.00, 0.00, 0.00, 0.00, 0.00, 0.00, 0.00, 0.00, 0.00, 0.00, 0.01, 0.01, 0.01, 0.00, 0.01, 0.02, 0.02, 0.00, 0.00, 0.00, 0.00, 0.00, 0.00, 0.00, 0.00, 0.00, 0.00, 0.00, 0.00, 0.00, 0.00, 0.00, 0.00, 0.00, 0.00, 0.00, 0.00, 0.00, 0.00, 0.00, 0.00, 0.04, 0.01, 0.01, 0.09, 0.67, 0.07, 0.02, 0.00, 0.00, 0.01, 0.00, 0.00, 0.00, 0.00, 0.00, 0.01, 0.00, 0.00, 0.00, 0.00, 0.01, 0.01, 0.00, 0.00, 0.00, 0.00, 0.00, 0.00, 0.00, 0.00, 0.01, 0.00, 0.00, 0.00, 0.00, 0.00, 0.00, 0.01, 0.02, 0.06, 0.00, 0.00, 0.00, 0.00, 0.00, 0.00, 0.00, 0.00]}